1.
Formula: C31H68F3N9O11
Source: the OMol25 dataset
Level of theory: the ωB97M-V functional and the def2-TZVPD basis

Values from the calculation:
Highest occupied orbital energy ... -0.3355 hartree
ΔE to the lowest compared entry with this formula, charge and spin ... 0.00 kcal/mol
Gap between HOMO and LUMO ... 9.26 eV
LUMO ... 0.0049 Ha

XYZ file:
```
122
Properties=species:S:1:pos:R:3:forces:R:3:mulliken_charge:R:1
H -2.804 -1.598 0.175 -0.10 -0.21 -0.36 0.25
H 5.817 5.975 -0.960 -0.22 -0.06 -0.10 0.33
H -2.523 3.101 0.173 0.21 0.11 -0.13 0.03
F 0.971 -3.800 -0.521 -0.15 -0.01 -0.07 -0.20
C 1.726 4.146 2.050 -0.03 -0.19 -0.13 0.65
H 6.231 5.450 0.690 -0.09 0.13 -0.05 0.30
O 3.872 4.712 -1.794 -0.19 0.25 -0.16 -0.67
C 6.268 5.188 -0.370 0.47 -0.34 0.20 -0.96
C -1.737 -1.741 0.002 0.38 0.03 0.91 -1.42
C -4.973 -3.870 4.903 -0.37 -0.29 0.51 -0.83
C 4.522 -1.390 1.104 -0.03 0.09 -0.13 -1.46
H 1.209 1.567 -0.754 -0.04 0.00 0.12 -0.39
H 2.093 -8.339 2.904 0.21 -0.11 0.20 0.31
H -3.861 -3.264 2.686 0.08 0.12 0.02 0.25
C -3.703 0.202 3.073 -0.07 0.16 0.32 0.43
C 3.175 -1.646 -2.333 -0.37 0.44 -0.85 -0.86
C 1.824 -5.922 -0.025 0.13 0.05 0.10 0.05
N 5.620 3.914 -0.606 -0.30 0.06 -0.05 -0.07
H 3.522 4.656 3.075 0.07 -0.15 -0.09 0.28
H -4.329 -3.106 5.333 -0.02 0.25 -0.37 0.27
H -2.368 3.604 -1.551 0.17 -0.08 0.06 0.37
N -3.550 1.927 -1.234 -0.13 -0.45 -0.29 0.57
N 3.426 0.684 1.766 -0.14 -0.07 -0.11 0.28
O 2.513 -6.065 -0.988 0.17 -0.02 -0.27 -0.55
N -4.221 -5.025 4.456 -0.06 -0.01 0.08 -0.18
H 0.440 -0.244 0.260 -0.24 -0.14 0.29 0.29
O 1.685 3.028 1.541 0.12 0.11 0.26 -0.53
H 4.034 1.864 -0.432 -0.18 -0.06 -0.03 -0.62
H 0.902 1.927 -3.720 0.15 0.04 -0.15 0.41
H 0.730 5.685 2.892 -0.07 0.00 0.10 0.19
H 3.627 4.679 1.288 0.16 0.19 -0.05 -0.07
H 3.739 -7.397 0.502 -0.29 0.00 -0.19 0.37
O -2.313 -5.910 3.636 0.06 -0.25 -0.04 -0.67
H -2.903 1.284 -1.675 -0.05 -0.03 -0.21 -0.46
H -0.527 3.922 -7.685 -0.11 0.09 -0.26 0.37
C 0.589 -5.003 -0.070 0.03 -0.20 -0.28 1.22
O 3.130 0.360 -4.281 0.32 -0.27 -0.18 -0.67
O -3.568 -0.637 3.954 -0.14 -0.12 -0.18 -0.65
O 1.984 -6.453 1.169 -0.01 0.00 0.17 -0.24
H -5.929 0.195 -2.058 -0.07 -0.03 0.08 0.33
C 3.303 -0.515 1.158 -0.60 0.05 0.37 0.50
H -1.512 -2.722 -0.409 -0.27 0.05 -0.35 0.24
N -1.442 2.685 -6.336 0.01 0.14 0.28 -0.12
H 3.583 -9.165 2.311 0.02 -0.05 0.08 0.39
H 4.100 -1.081 -2.212 0.02 -0.07 0.19 0.18
H -1.417 4.609 2.159 0.00 -0.01 0.01 0.34
C 0.848 0.884 -4.029 -0.46 -0.45 -0.50 -0.79
O 2.216 -0.879 0.707 0.12 -0.02 -0.08 -0.49
H -4.263 -0.392 -1.919 -0.06 0.19 -0.10 0.21
H -2.800 1.787 1.883 -0.02 0.01 0.11 -0.06
C -2.419 1.802 -6.023 -0.08 -0.01 0.17 0.47
H -1.709 1.545 -3.996 -0.16 0.41 -0.15 -0.25
H 4.277 -2.317 0.599 -0.04 0.00 -0.12 0.24
H 4.507 2.257 2.602 -0.14 0.06 -0.15 0.13
H -5.364 -0.661 -0.605 -0.23 0.32 0.23 0.19
H 5.479 1.128 1.644 -0.02 0.11 -0.03 0.34
H -0.943 4.020 3.756 0.00 -0.17 0.03 0.36
C -2.895 -3.714 2.918 -0.31 0.54 -0.22 -0.35
H 2.088 -9.080 1.330 0.18 -0.22 0.03 0.30
C 3.952 2.342 -1.411 0.30 0.23 0.29 0.54
H -2.173 1.613 3.542 0.07 -0.07 0.06 0.34
H 0.086 1.352 -2.091 -0.23 -0.01 0.73 -0.72
H 3.794 -6.669 2.085 -0.17 0.02 0.05 0.29
C -6.125 -0.166 2.808 -0.29 0.47 0.08 -1.12
O -3.037 1.192 -6.872 -0.07 -0.10 -0.17 -0.66
C -3.030 3.192 -0.794 -0.40 0.31 0.40 -0.97
H 2.814 6.003 2.228 0.16 0.04 -0.28 0.46
C -4.720 1.400 -0.800 0.31 0.02 0.64 0.98
C -1.252 -0.605 -0.862 -0.11 -0.10 -0.04 0.76
H 1.336 -0.648 -1.945 -0.12 -0.24 -0.15 -0.03
N -0.240 0.146 -0.384 0.09 -0.10 0.04 0.99
C -3.086 -4.973 3.700 -0.10 -0.27 0.00 0.29
H -6.887 0.616 2.804 -0.08 -0.13 -0.17 0.40
C 3.017 4.935 2.147 -0.55 -0.09 0.27 -0.89
H -1.950 3.007 -8.324 0.01 0.18 -0.06 0.30
N 2.056 -0.757 -2.642 -0.09 -0.03 0.29 0.14
C 4.452 3.764 -1.310 0.37 -0.12 0.32 0.32
C -2.659 1.613 -4.543 0.67 -0.64 0.31 -0.24
N -4.874 0.451 2.439 0.52 0.23 0.26 0.01
H 4.917 0.677 3.247 0.04 0.05 -0.02 0.34
F 0.008 -4.841 1.107 -0.17 0.03 0.08 -0.22
H 2.590 1.252 1.831 0.05 0.08 -0.21 0.13
H 3.299 -2.314 -3.188 0.19 -0.04 0.12 0.41
H -6.409 -0.936 2.093 -0.08 -0.19 0.14 0.27
C 2.107 0.141 -3.657 0.31 0.22 0.18 0.40
H -0.406 2.242 -0.641 -0.07 -0.08 0.11 -0.16
H 2.913 -2.229 -1.463 0.06 -0.01 0.25 0.06
H -0.081 0.438 -3.663 0.31 -0.09 0.08 0.23
O -1.823 -0.340 -1.921 -0.02 0.22 0.05 -0.67
H -1.734 0.446 2.268 0.08 -0.03 0.17 0.04
C -0.644 4.071 2.711 -0.16 0.22 -0.29 -0.54
H 6.011 3.113 -0.143 -0.03 -0.10 -0.11 0.16
H -3.077 0.618 -4.394 -0.47 0.21 -0.04 0.25
C -1.064 2.977 -7.695 0.18 -0.13 -0.02 -0.97
H 7.321 5.096 -0.648 -0.03 0.17 -0.02 0.34
H -3.844 3.901 -0.644 -0.08 -0.09 -0.05 0.41
H 4.864 -1.632 2.110 0.13 0.15 0.00 0.43
O -5.420 1.960 0.040 -0.12 0.32 -0.14 -0.82
N 0.632 4.736 2.580 0.34 0.08 -0.02 -0.19
H -0.397 2.210 -8.095 -0.02 -0.02 -0.01 0.28
H 0.793 0.838 -5.116 0.09 0.20 -0.05 0.36
C 3.160 -7.252 1.411 0.62 -0.09 0.32 -0.30
H -0.546 3.081 2.274 0.00 -0.05 0.16 -0.10
H -1.300 -1.733 1.007 0.22 0.13 -0.18 0.41
H 5.304 -0.861 0.556 0.17 -0.19 0.09 0.34
H -1.031 3.221 -5.595 0.10 -0.05 0.05 0.25
H -4.400 -5.899 4.921 0.25 -0.07 0.05 0.28
H -2.336 -2.976 3.495 0.03 0.01 -0.01 0.30
C 0.165 1.385 -1.002 0.24 0.40 -0.40 0.75
C -5.092 0.063 -1.372 0.41 -0.45 -0.52 -0.91
H -5.640 -3.481 4.134 0.21 0.27 -0.09 0.24
C 2.726 -8.555 2.044 -0.63 0.38 -0.41 -1.14
H 4.562 1.770 -2.111 -0.18 0.03 -0.19 0.59
F -0.301 -5.526 -0.932 0.07 0.28 0.19 -0.29
H 2.915 2.386 -1.722 0.04 -0.19 -0.14 -0.27
H -6.092 -0.543 3.827 0.24 -0.29 -0.06 0.35
C 4.637 1.213 2.334 0.40 -0.32 0.34 -0.99
H -3.264 2.392 -4.088 -0.20 -0.02 -0.12 0.43
C -2.530 1.074 2.668 -0.33 0.02 -0.54 -0.16
H -2.385 -3.918 1.982 0.20 -0.17 0.11 -0.01
H -5.622 -4.188 5.724 0.04 -0.09 -0.09 0.39
H -4.942 1.263 1.839 0.07 -0.22 -0.17 0.21
```
Positions in Å, forces in eV/Å.

***

2.
Formula: C31H69BrClF2N12O10P4
Source: the OMol25 dataset
Level of theory: the ωB97M-V functional and the def2-TZVPD basis

Values from the calculation:
Net charge ... +1
Highest occupied orbital energy ... -0.3547 hartree
Gap between HOMO and LUMO ... 6.14 eV
LUMO ... -0.1292 Ha

XYZ file:
```
130
Properties=species:S:1:pos:R:3:forces:R:3:mulliken_charge:R:1
H -5.433 -2.559 -1.749 -0.06 0.04 0.05 0.32
C -7.324 1.768 0.252 0.12 -0.17 0.10 -1.10
O 6.882 -2.399 2.219 -0.86 0.66 -0.25 -0.39
N 7.761 0.963 2.288 -0.90 -0.27 -0.41 -0.82
H -1.776 1.533 -8.059 -0.02 0.19 0.23 0.40
H -0.426 -1.727 -6.485 -0.12 0.08 0.10 0.29
O 0.535 -3.781 2.258 0.60 -0.61 -0.13 -0.46
H 5.349 -3.977 3.569 -0.05 0.53 -0.40 0.21
N 3.286 1.383 2.592 -0.32 -0.96 0.74 0.57
H 2.807 3.403 2.205 -0.29 -0.28 0.08 0.81
H -3.441 -1.521 -4.338 0.00 0.19 0.15 0.26
H -9.606 0.700 -1.882 0.09 -0.13 -0.05 0.27
H -8.011 -1.883 -3.991 0.18 -0.10 0.10 0.37
N -7.264 -1.571 -2.070 0.50 0.28 -0.56 0.26
Br 4.322 -0.548 -0.969 -0.21 -0.01 0.12 -0.11
H -6.762 1.387 1.103 0.05 0.01 -0.05 0.35
H 3.807 2.919 0.528 -0.06 -0.22 0.33 -0.29
H 4.821 -1.449 4.648 -0.04 0.26 -0.17 0.42
C 2.486 -0.341 -0.247 -0.53 1.19 -0.44 -1.33
H 2.165 1.051 -4.726 -0.01 -0.03 0.04 0.31
N -2.021 -0.003 -4.215 0.02 -0.48 0.67 0.30
H 4.955 4.813 1.343 0.08 0.06 -0.01 0.42
H -8.065 1.426 -2.414 -0.05 0.05 -0.03 0.30
H 4.995 -2.817 6.348 0.16 -0.07 0.18 0.35
H 1.002 -0.766 1.122 0.11 0.09 0.10 1.07
P 6.896 0.970 0.986 1.73 0.17 1.94 0.73
N 4.346 -2.063 4.012 0.09 -0.46 -0.38 0.40
H 1.912 -0.834 -1.028 0.21 -0.33 0.05 1.03
H -1.772 -0.052 -7.357 0.10 -0.09 0.20 0.24
H 1.953 -2.104 0.772 0.24 0.00 0.19 1.07
C -2.899 0.787 -3.360 0.25 0.45 0.12 -1.04
C 2.826 0.275 4.766 0.12 -0.34 -0.23 -0.53
C 4.876 2.772 0.607 1.16 0.50 -0.34 -1.14
H 2.147 -0.312 5.384 -0.88 1.21 0.14 0.37
P -7.170 -0.809 -0.532 -3.62 3.68 -5.26 0.69
O -5.813 -0.160 -0.709 0.73 -2.57 2.94 -0.69
F 3.646 -3.511 -0.162 0.47 0.71 0.58 -0.26
H 0.472 2.817 -6.514 -0.03 0.09 -0.12 0.36
H -3.400 1.585 -3.928 -0.12 -0.05 0.05 0.26
H 6.740 3.965 -0.546 -0.08 -0.03 -0.09 0.35
C 5.998 -2.462 1.423 1.39 -0.53 0.58 -0.02
H 6.520 -3.262 5.466 0.02 0.17 0.35 0.30
H 2.074 1.735 0.475 0.25 0.00 -0.05 0.08
C -6.421 -2.754 -2.174 0.27 0.00 0.50 -1.21
N 5.255 1.543 1.345 0.13 0.71 -1.07 1.15
H -8.315 -1.053 2.187 -0.10 -0.07 0.09 0.36
H 3.755 1.452 6.258 0.20 -1.23 0.89 0.39
C 0.374 -1.572 -5.763 -0.23 -0.08 -0.17 -1.10
C -8.744 1.284 -1.561 -0.31 -0.29 -0.21 -1.12
O 0.135 0.579 -3.262 -0.46 4.14 0.19 -0.50
H 2.691 -0.294 -5.725 -0.12 -0.07 -0.08 0.41
C 4.725 -3.437 4.281 -0.32 -0.98 1.50 -0.18
C -8.240 -1.978 1.598 0.22 0.01 -0.04 -1.06
C 2.627 -1.011 2.493 -0.29 -1.12 -0.20 2.06
H -8.021 2.518 0.634 -0.12 -0.08 -0.08 0.37
C 4.114 -1.512 2.688 1.13 1.33 1.90 -1.64
N 4.949 -0.298 2.684 -0.86 -0.51 -0.82 0.56
O 2.574 5.400 4.166 0.30 -0.52 -0.15 -0.51
H 2.369 -3.128 3.100 0.31 0.26 0.01 0.83
H -3.435 -0.452 -5.743 -0.01 -0.06 -0.03 0.31
H -9.165 2.255 -1.294 0.20 0.04 0.14 0.40
H -0.229 0.716 -7.795 0.00 -0.04 0.09 0.34
H 6.167 3.735 2.055 -0.07 0.07 0.03 0.32
O 3.758 -4.606 1.700 0.52 1.95 -0.12 -0.42
H -0.024 3.616 4.614 0.12 -0.07 -0.07 0.33
H -2.332 1.251 -2.549 0.04 -0.01 -0.06 0.20
H 3.835 -4.061 4.428 -0.07 0.13 -0.35 0.31
N -8.080 0.694 -0.408 -0.13 0.43 0.09 0.16
C 2.054 -1.052 1.049 0.15 -0.18 -0.58 -2.43
H 2.645 1.604 -1.234 0.11 0.06 0.12 0.39
O 0.568 -2.429 2.699 -0.74 0.95 0.16 -0.22
N -1.189 1.539 -6.080 0.42 3.73 1.72 -0.03
H 1.039 1.151 -0.810 -0.02 -0.05 0.09 0.41
H -6.626 2.262 -0.432 0.09 -0.01 0.06 0.32
C 3.247 2.795 3.009 0.79 2.30 -1.19 -0.90
H 6.843 -0.241 0.274 -0.42 0.23 -0.09 -0.03
P -0.556 0.801 -4.600 -0.57 -7.30 -1.76 0.56
C 1.956 4.378 4.126 -0.28 1.40 0.23 0.77
C -8.379 -1.662 -2.985 -0.57 -0.12 0.23 -0.92
H 1.252 -2.013 -6.239 0.14 0.13 0.15 0.39
P 0.658 0.964 3.564 -0.54 1.48 0.83 -0.11
C 5.470 -3.496 5.640 -0.33 -0.06 -1.14 -1.47
O 6.642 4.506 0.240 0.02 0.15 -0.07 -0.57
N 4.624 -2.407 1.642 -0.02 -0.22 -1.09 1.68
H -3.661 0.165 -2.890 0.03 -0.10 -0.10 0.36
H 5.838 -0.340 3.166 0.34 -0.04 -0.56 0.80
C 3.884 0.831 5.379 -0.01 -0.03 -0.12 -1.38
H 4.899 0.676 5.020 -0.06 1.44 -0.74 0.10
O 2.640 3.163 4.213 -0.72 -1.17 -0.06 -0.23
C 2.065 1.145 -0.437 -0.14 -0.51 -0.07 -1.33
H 0.169 4.239 2.973 0.00 -0.08 0.01 0.23
H -0.682 3.459 -5.329 0.00 -0.04 -0.03 0.32
H 7.206 1.244 3.087 0.52 0.14 0.32 0.29
C 4.488 0.897 2.190 0.09 -0.09 0.23 -1.81
C 0.452 4.391 4.017 0.11 -0.53 0.18 -0.95
H 0.154 -2.143 -4.850 0.00 -0.06 -0.03 0.30
H -2.171 -1.684 -5.497 0.08 0.17 -0.08 0.15
O -0.151 -0.326 4.154 0.62 -0.06 -0.70 -0.49
C 1.964 0.007 -4.967 -0.01 -0.05 -0.06 -1.17
H -10.501 -2.196 0.454 0.25 -0.12 0.07 0.40
C 5.664 4.011 1.121 -0.37 -0.24 0.20 -0.51
Cl -0.275 1.379 1.749 0.26 -0.59 0.40 -0.20
F 6.302 -2.708 0.140 -0.51 -0.16 0.13 -0.30
H 5.382 -4.523 5.986 0.17 0.07 0.29 0.46
H -0.291 -3.817 1.761 -0.14 0.23 0.01 0.34
C -2.790 -0.943 -4.998 -0.07 0.12 -0.64 -0.75
H 0.097 5.364 4.338 0.11 0.09 -0.07 0.38
H 5.214 2.602 -0.420 -0.23 -0.14 -0.01 1.09
C -0.594 2.881 -6.255 0.02 0.03 0.22 -1.06
H 7.481 1.903 0.099 -0.93 -0.15 -0.39 0.04
C 1.855 -2.174 3.225 -0.56 -0.81 -0.09 -1.99
H -0.364 -0.115 5.070 -0.23 -0.02 0.07 0.38
C 2.462 0.354 3.264 0.62 -2.10 0.05 1.73
N -8.510 -1.728 0.166 2.64 -1.78 2.57 -0.01
H -10.224 -1.318 -1.014 0.18 0.13 -0.08 0.23
H -8.935 -2.709 2.012 -0.06 0.02 -0.10 0.34
H -1.107 3.444 -7.035 -0.05 -0.10 -0.02 0.36
H 2.128 -0.594 -4.066 0.10 0.07 0.03 0.34
N 0.607 -0.161 -5.499 0.31 -0.01 -0.38 0.16
H 4.279 3.160 3.062 0.04 -0.38 0.00 0.14
H -6.861 -3.612 -1.642 0.02 -0.08 -0.13 0.29
H 1.752 -2.032 4.298 0.13 0.20 -0.06 0.19
C -9.908 -1.386 0.024 -0.33 0.69 -0.44 -0.89
H -6.265 -3.035 -3.216 -0.14 0.09 -0.04 0.37
H -10.178 -0.458 0.541 0.08 0.03 -0.06 0.33
H -7.231 -2.380 1.730 -0.04 0.03 -0.02 0.31
H -9.089 -2.460 -2.717 -0.04 0.03 -0.04 0.32
C 3.987 -3.569 1.143 -1.43 -2.56 -0.49 0.42
C -1.225 0.888 -7.371 0.34 -0.86 -0.18 -0.91
H -8.918 -0.725 -3.087 -0.01 -0.04 0.19 0.22
```
Positions in Å, forces in eV/Å.